C42H48N4O20S as an isolated structure at a distorted geometry. Source: OMol25; level of theory: ωB97M-V/def2-TZVPD.

Last column: Löwdin charge in e.
Atoms and positions in Å:
C  -23.21  -22.27  -18.54  -0.198
C  -21.84  -22.52  -19.15  -0.175
O  -21.81  -23.91  -19.26  -0.206
S  -23.32  -24.65  -19.23  0.950
O  -23.40  -25.43  -18.03  -0.184
O  -23.62  -25.20  -20.63  -0.305
O  -24.15  -23.24  -18.92  -0.279
H  -23.69  -21.36  -18.91  0.157
H  -23.08  -22.27  -17.46  0.070
H  -21.01  -22.12  -18.58  0.091
H  -21.67  -21.93  -20.05  0.065
C  -20.87  -19.90  -13.15  -0.065
C  -21.95  -20.70  -13.26  -0.074
C  -22.56  -20.90  -14.50  0.008
C  -22.00  -20.36  -15.67  -0.053
C  -20.88  -19.52  -15.56  -0.013
C  -20.38  -19.23  -14.31  -0.045
N  -22.63  -20.57  -17.07  -0.263
O  -23.87  -20.59  -17.13  0.067
O  -21.91  -20.71  -18.00  0.030
H  -20.41  -19.78  -12.18  0.109
H  -22.24  -21.18  -12.34  0.116
H  -23.46  -21.50  -14.49  0.096
H  -20.33  -19.20  -16.43  0.119
H  -19.52  -18.57  -14.29  0.106
C  -19.97  -23.81  -22.78  -0.058
C  -19.50  -24.76  -23.69  -0.054
C  -20.27  -25.91  -23.89  0.017
C  -21.43  -26.14  -23.11  -0.103
C  -21.92  -25.23  -22.22  -0.011
C  -21.20  -23.99  -22.14  -0.015
N  -22.29  -27.31  -23.44  -0.356
O  -23.18  -27.60  -22.66  0.071
O  -22.05  -28.04  -24.35  0.100
H  -19.45  -22.90  -22.51  0.077
H  -18.57  -24.68  -24.24  0.101
H  -19.94  -26.65  -24.60  0.114
H  -22.84  -25.30  -21.66  -0.015
H  -21.50  -23.20  -21.47  0.088
C  -21.02  -25.92  -18.95  -0.090
C  -22.00  -26.56  -19.70  -0.131
C  -22.45  -27.83  -19.40  0.042
C  -22.00  -28.45  -18.22  -0.102
C  -20.92  -27.86  -17.47  0.041
C  -20.45  -26.59  -17.81  -0.029
N  -22.53  -29.75  -17.81  -0.384
O  -22.43  -29.95  -16.62  0.084
O  -22.83  -30.50  -18.68  0.114
H  -20.67  -24.91  -19.08  0.048
H  -22.44  -25.97  -20.49  0.004
H  -23.10  -28.39  -20.05  0.128
H  -20.45  -28.15  -16.54  0.115
H  -19.55  -26.23  -17.34  0.095
C  -23.98  -21.88  -21.86  -0.096
C  -23.53  -22.01  -23.12  -0.084
C  -23.78  -23.21  -23.68  -0.003
C  -24.54  -24.29  -23.04  -0.096
C  -25.12  -24.00  -21.75  -0.002
C  -24.79  -22.75  -21.15  -0.017
N  -24.86  -25.51  -23.79  -0.323
O  -23.99  -25.75  -24.62  0.063
O  -25.70  -26.24  -23.29  0.096
H  -23.73  -21.05  -21.21  0.070
H  -22.87  -21.35  -23.66  0.121
H  -23.37  -23.31  -24.67  0.118
H  -25.75  -24.73  -21.26  0.067
H  -25.06  -22.72  -20.11  0.076
O  -22.58  -23.18  -16.00  0.054
C  -23.82  -23.14  -15.72  -0.430
O  -24.74  -22.66  -16.55  -0.029
C  -26.02  -22.62  -15.94  -0.100
C  -25.81  -23.24  -14.49  -0.105
C  -24.45  -23.92  -14.55  -0.042
H  -26.80  -23.09  -16.53  0.079
H  -26.32  -21.58  -15.85  0.133
H  -26.60  -23.97  -14.33  0.111
H  -26.13  -22.52  -13.73  0.112
H  -24.45  -24.98  -14.79  0.124
H  -23.81  -23.68  -13.71  0.124
O  -22.39  -20.51  -21.42  0.018
C  -21.16  -20.49  -21.18  -0.319
O  -20.66  -20.94  -20.00  -0.114
C  -19.22  -21.05  -20.05  -0.091
C  -18.76  -20.40  -21.38  -0.131
C  -20.02  -20.10  -22.16  -0.035
H  -18.99  -22.10  -20.23  0.120
H  -18.80  -20.65  -19.13  0.127
H  -18.03  -20.98  -21.94  0.117
H  -18.18  -19.54  -21.04  0.118
H  -20.11  -20.80  -22.99  0.119
H  -20.16  -19.05  -22.38  0.135
O  -25.86  -26.14  -16.24  0.150
C  -26.23  -25.58  -17.23  -0.401
O  -27.35  -24.73  -17.24  -0.038
C  -27.36  -24.00  -18.46  -0.102
C  -26.18  -24.52  -19.34  -0.153
C  -25.82  -25.85  -18.68  -0.054
H  -27.06  -23.04  -18.04  0.099
H  -28.32  -23.93  -18.97  0.137
H  -25.37  -23.80  -19.39  0.006
H  -26.56  -24.77  -20.33  0.097
H  -24.76  -26.10  -18.73  0.059
H  -26.31  -26.74  -19.06  0.152
O  -17.29  -21.35  -17.46  0.084
C  -17.65  -22.49  -17.72  -0.477
O  -16.89  -23.52  -17.96  0.089
C  -17.66  -24.66  -18.10  -0.166
C  -19.02  -24.23  -18.33  -0.222
C  -19.10  -22.94  -17.59  -0.045
H  -17.54  -25.27  -17.20  0.146
H  -17.20  -25.07  -18.99  0.152
H  -19.76  -25.02  -18.17  0.024
H  -19.09  -24.05  -19.40  0.131
H  -19.52  -23.16  -16.61  0.155
H  -19.89  -22.28  -17.92  0.077

The value obtained for the HOMO-LUMO gap is 7.92 eV. The value obtained for the LUMO energy is -0.9 eV. The energy relative to the best compared isomer or geometry (same formula, charge and spin) is 471.32 kcal/mol.


A 2-piece molecular cluster, C24H33FN4O2 overall at a distorted geometry. Source: OMol25; level of theory: ωB97M-V/def2-TZVPD.

Last column: Löwdin charge in e.
Atoms and positions in Å:
C  -1.23  1.34  5.13  -0.062
N  -0.32  0.42  4.45  0.032
C  0.12  0.47  3.19  -0.450
O  0.89  -0.40  2.80  0.056
C  -0.34  1.60  2.25  -0.181
N  0.69  1.87  1.22  0.149
C  1.24  3.03  0.87  -0.547
C  0.80  4.31  1.56  0.008
O  2.12  3.07  0.03  0.031
C  -1.71  1.27  1.63  -0.355
C  -2.39  2.50  1.03  -0.061
C  -1.66  0.17  0.56  -0.040
H  -0.84  2.36  5.09  0.082
H  -1.32  1.06  6.18  0.088
H  -2.22  1.31  4.68  0.077
H  0.04  -0.36  4.98  0.144
H  -0.47  2.49  2.87  0.120
H  1.05  1.06  0.73  0.116
H  -0.26  4.47  1.37  0.068
H  1.37  5.14  1.13  0.086
H  1.00  4.24  2.62  0.080
H  -2.37  0.91  2.43  0.123
H  -1.79  2.90  0.22  0.063
H  -3.37  2.23  0.64  0.082
H  -2.51  3.27  1.80  0.076
H  -1.13  0.54  -0.31  0.065
H  -1.15  -0.71  0.95  0.084
H  -2.67  -0.11  0.27  0.089
C  4.81  -4.04  1.12  -0.138
N  3.98  -3.20  0.24  -0.127
C  2.88  -2.47  0.88  -0.216
C  2.08  -1.78  -0.18  -0.219
C  2.45  -0.50  -0.65  -0.028
C  1.70  0.16  -1.62  -0.005
C  0.56  -0.46  -2.15  -0.171
C  0.20  -1.72  -1.69  -0.129
C  0.93  -2.39  -0.72  0.038
C  -1.02  -2.10  -2.37  -0.125
C  -1.79  -3.26  -2.26  -0.011
C  -2.95  -3.36  -3.04  -0.096
C  -3.32  -2.32  -3.90  -0.091
C  -2.53  -1.16  -3.99  -0.018
C  -1.37  -1.05  -3.22  -0.161
N  -0.40  -0.05  -3.09  0.009
C  -0.40  1.23  -3.80  -0.090
C  -1.20  2.29  -3.04  -0.202
F  -0.52  2.71  -1.95  -0.027
H  4.21  -4.85  1.55  0.066
H  5.23  -3.45  1.93  0.075
H  5.63  -4.48  0.55  0.072
H  3.63  -3.73  -0.56  0.104
H  2.24  -3.15  1.45  0.111
H  3.28  -1.73  1.59  0.117
H  3.34  -0.02  -0.23  0.124
H  1.99  1.15  -1.95  0.104
H  0.62  -3.37  -0.37  0.118
H  -1.49  -4.06  -1.59  0.108
H  -3.56  -4.26  -2.98  0.095
H  -4.22  -2.40  -4.50  0.098
H  -2.83  -0.35  -4.66  0.099
H  0.63  1.58  -3.95  0.130
H  -0.83  1.09  -4.80  0.123
H  -1.38  3.15  -3.69  0.119
H  -2.17  1.88  -2.74  0.121

The value obtained for the HOMO-LUMO gap is 8.16 eV. The value obtained for the LUMO energy is 0.6 eV. Its SMILES is CNC(=O)[C@@H](NC(C)=O)C(C)C.CNCc1ccc2c(c1)c1ccccc1n2CCF.


CBrI3S as an isolated structure at a distorted geometry. Source: OMol25; level of theory: ωB97M-V/def2-TZVPD.

Last column: Löwdin spin population.
Atoms and positions in Å:
C  0.61  -0.69  0.33  0.666
S  -0.70  2.29  0.33  0.820
Br  -1.94  1.63  -1.27  0.207
I  -1.14  -1.78  0.43  0.117
I  1.91  -0.94  1.94  0.110
I  1.26  -0.51  -1.76  0.080

The value obtained for the HOMO-LUMO gap (spin up / spin down) is 7.15 / 6.48 eV. The value obtained for the LUMO energy (spin up / spin down) is -1.0 / -2.6 eV. The spin multiplicity is 3. The energy relative to the best compared isomer or geometry (same formula, charge and spin) is 2.91 kcal/mol.


| no. | DFT total energy (eV) |
| --- | --- |
| 1 | -102042.5774 |
| 2 | -38198.0571 |
| 3 | -106213.2626 |